This record from OMol25 describes a cluster of 11 separate species, C26H66N8O25 in total at a distorted geometry. The level of theory is ωB97M-V with the def2-TZVPD basis set.

Structure (XYZ):
```
125
Properties=species:S:1:pos:R:3
C -22.53291 -24.04893 7.27001
N -23.20898 -23.55760 8.50514
O -24.33860 -23.91050 8.76745
O -22.60090 -22.70306 9.15229
H -21.92089 -24.88915 7.57191
H -21.95321 -23.22216 6.86792
H -23.38023 -24.43110 6.68188
C -14.03581 -22.73442 9.67544
N -14.69497 -24.00793 9.34092
O -14.67959 -24.29951 8.13915
O -15.12344 -24.78249 10.17685
H -14.68491 -21.96599 9.19376
H -13.07288 -22.73005 9.11198
H -13.97857 -22.60862 10.77399
C -13.78949 -22.35465 6.17085
N -13.61422 -21.77005 4.83037
O -14.02518 -22.41669 3.90162
O -12.97374 -20.72827 4.75169
H -14.61395 -23.04318 6.13544
H -13.95846 -21.52444 6.83296
H -12.87660 -22.96065 6.32952
C -17.39795 -26.30575 7.94018
N -18.64600 -26.05964 7.03405
O -19.34987 -27.01827 6.80731
O -18.92659 -24.87341 6.75085
H -16.62592 -25.58392 7.75814
H -17.13600 -27.40193 7.80516
H -17.77170 -26.13375 8.97487
C -19.54886 -16.49583 6.05634
N -19.31092 -17.79720 6.78526
O -18.16543 -18.05843 7.14852
O -20.27966 -18.51177 6.92248
H -20.11738 -16.70213 5.14111
H -18.52584 -16.14725 5.85272
H -20.08355 -15.84449 6.75182
C -18.98572 -22.05902 7.84921
N -17.57329 -22.25593 8.23408
O -17.31924 -22.64740 9.34268
O -16.70988 -21.83548 7.45540
H -19.09379 -22.35514 6.81315
H -19.26471 -21.04489 8.01534
H -19.65082 -22.73643 8.42274
C -21.04159 -24.56456 11.96726
N -20.30714 -25.16408 10.80223
O -20.98755 -25.83846 10.03679
O -19.09254 -25.04629 10.73842
H -21.69878 -23.82054 11.55085
H -20.37566 -24.02620 12.65433
H -21.59880 -25.38138 12.33401
C -18.09983 -23.99376 3.99225
N -19.19601 -23.00104 3.66620
O -18.93196 -22.33000 2.68774
O -20.15725 -22.94747 4.43544
H -17.89003 -24.51434 3.04962
H -18.41139 -24.67546 4.78951
H -17.23444 -23.36178 4.30291
C -9.84150 -20.48179 11.19842
O -10.50000 -19.79650 10.12802
C -10.56200 -20.61889 8.97956
C -11.41800 -19.88373 7.97019
O -12.75616 -20.05505 8.39708
C -13.57115 -18.86448 8.22523
C -14.96754 -19.18925 8.66531
O -14.94999 -19.52728 10.05212
C -16.28934 -19.43836 10.56302
H -8.88492 -20.78106 10.75926
H -10.36113 -21.35743 11.50099
H -9.78091 -19.86204 12.08164
H -11.06313 -21.57640 9.29542
H -9.57769 -20.73342 8.59353
H -11.32359 -20.22865 6.94959
H -11.16471 -18.79041 7.97564
H -13.56413 -18.53662 7.16688
H -13.15952 -18.10152 8.90017
H -15.38535 -20.03653 8.08586
H -15.56077 -18.28573 8.56243
H -16.55266 -18.38133 10.60044
H -16.20824 -19.84397 11.57573
H -17.03865 -20.05339 9.99837
C -16.36841 -19.87937 15.38768
O -17.12578 -20.77529 14.55334
C -18.12562 -21.49419 15.35373
C -18.92735 -22.46483 14.47068
O -19.67516 -21.72399 13.52719
C -19.03705 -21.38859 12.25256
C -20.06620 -20.85648 11.26855
O -20.27405 -19.44835 11.70758
C -21.15672 -18.88222 10.82244
H -15.94672 -20.46828 16.18461
H -17.09493 -19.19340 15.84213
H -15.62414 -19.44744 14.72421
H -18.85226 -20.79799 15.84683
H -17.57600 -22.10026 16.05297
H -19.67453 -22.90683 15.07438
H -18.31383 -23.20894 13.97683
H -18.61391 -22.36262 11.89927
H -18.17820 -20.74551 12.43117
H -21.01324 -21.32299 11.31250
H -19.69392 -20.93620 10.25985
H -22.10851 -19.45595 10.83963
H -20.84182 -18.77555 9.78695
H -21.42197 -17.87647 11.09119
C -18.17672 -19.80602 4.65560
O -18.29075 -18.55408 3.96171
C -19.29913 -18.67573 2.95263
C -19.06445 -17.67670 1.87398
O -19.18954 -16.28011 2.27848
C -18.87124 -15.38427 1.19151
C -17.35497 -15.16798 1.02637
O -16.83313 -16.29734 0.36715
C -15.43920 -16.21252 0.06506
H -19.17268 -20.14626 4.98848
H -17.59938 -19.58737 5.54555
H -17.67750 -20.52531 4.00846
H -20.30079 -18.63359 3.38213
H -19.19565 -19.65934 2.45332
H -19.76873 -17.90967 1.03571
H -18.05232 -17.88866 1.52860
H -19.31608 -14.42049 1.48582
H -19.36298 -15.80130 0.25252
H -16.97941 -15.01277 2.04048
H -17.23140 -14.23846 0.42654
H -15.25311 -15.47207 -0.69826
H -15.06535 -17.16063 -0.33383
H -14.77846 -16.02067 0.87547
```

Output
SMILES string: C[N+](=O)[O-].C[N+](=O)[O-].C[N+](=O)[O-].C[N+](=O)[O-].C[N+](=O)[O-].C[N+](=O)[O-].C[N+](=O)[O-].C[N+](=O)[O-].COCCOCCOC.COCCOCCOC.COCCOCCOC
gap between HOMO and LUMO: 9.525 eV
calculated total energy: -91112.5618 eV
HOMO: -9.557 eV

This record from OMol25 describes a cluster of 13 separate species, C26H67Cl8N2O16 in total at a distorted geometry. The level of theory is ωB97M-V with the def2-TZVPD basis set.

Structure (XYZ):
```
119
Properties=species:S:1:pos:R:3
C 1.24295 3.18661 -1.91215
C 0.05262 2.86731 -1.02017
N 0.36162 1.86441 -0.00253
C 1.36203 1.93842 0.94248
C 1.16474 0.93020 1.82008
N 0.11675 0.16681 1.34740
C -0.41053 0.82623 0.29591
C -0.48137 -1.05225 1.85370
H 1.34328 2.43054 -2.68903
H 2.19132 3.26156 -1.37894
H 1.09466 4.15449 -2.38466
H -0.77804 2.52687 -1.63656
H -0.30494 3.73265 -0.46081
H 2.12069 2.69955 0.97887
H 1.77793 0.60520 2.64597
H -1.20827 0.40150 -0.30649
H 0.27974 -1.52966 2.47662
H -0.66326 -1.72193 1.01663
H -1.32861 -0.83078 2.49671
C -2.20289 -1.48207 -3.34185
C -1.96467 0.03524 -3.24952
O -2.56853 0.51552 -2.02890
O -1.99340 -2.12044 -2.12644
H -1.60434 -1.89157 -4.16397
H -3.25528 -1.60398 -3.61956
H -2.48421 0.60032 -4.02713
H -0.91182 0.31007 -3.20367
H -3.39617 0.05357 -1.86906
H -1.07877 -2.45491 -2.05650
C 4.64690 -0.05371 4.46992
C 3.74800 1.00253 5.07573
O 4.36991 1.72733 6.11798
O 4.16027 -0.43177 3.19729
H 4.76398 -0.87856 5.18845
H 5.69728 0.26310 4.47032
H 2.78709 0.57318 5.37869
H 3.51916 1.70917 4.26064
H 3.66858 2.18220 6.59169
H 4.81988 -1.04583 2.86244
C -3.58523 -2.08548 1.22250
C -3.61888 -2.15905 2.75046
O -2.63736 -3.02792 3.28271
O -4.03773 -3.28291 0.63518
H -2.60209 -1.69796 0.94441
H -4.28067 -1.29291 0.90679
H -4.65060 -2.38295 3.04903
H -3.32822 -1.17626 3.14025
H -2.56089 -3.82530 2.73823
H -4.99353 -3.30576 0.59438
C 3.85202 3.07759 -5.70394
C 2.57555 2.45078 -6.28833
O 1.90053 3.45968 -7.04305
O 3.55550 3.76861 -4.49973
H 4.20948 3.80475 -6.44259
H 4.66131 2.36534 -5.55284
H 2.04192 1.99958 -5.45258
H 2.85303 1.65209 -6.98302
H 2.16467 3.43526 -7.96428
H 2.86844 4.41297 -4.70770
C -3.00166 1.34152 2.29937
C -4.21999 1.61393 3.19201
O -5.36588 0.95127 2.68052
O -3.07026 0.02347 1.75276
H -2.11760 1.44597 2.92876
H -2.93824 2.02949 1.45299
H -4.37056 2.69975 3.18514
H -4.03917 1.29014 4.21790
H -6.11405 1.17886 3.23818
H -3.93874 -0.06200 1.34123
C -0.95897 -4.52817 0.16605
C -0.34193 -4.41136 1.52853
O -0.81068 -5.49004 2.34398
O -0.29656 -5.41217 -0.72951
H -0.91599 -3.53138 -0.28643
H -2.03058 -4.74304 0.21875
H -0.62064 -3.47116 2.02276
H 0.75039 -4.31651 1.51922
H -0.24696 -5.59230 3.11626
H -0.32228 -6.30397 -0.36130
C 1.49636 -3.05080 -2.92656
C 1.80100 -2.31881 -1.64278
O 0.93423 -1.22221 -1.40133
O 0.20814 -3.66419 -2.77595
H 2.24569 -3.81827 -3.13477
H 1.40335 -2.44249 -3.82863
H 2.83924 -1.99736 -1.52084
H 1.62207 -3.07991 -0.86979
H 1.29406 -0.61314 -0.75818
H 0.31705 -4.38737 -2.12976
C 3.46339 -3.63912 1.88231
C 4.00844 -4.30830 0.64630
O 4.68925 -3.29347 -0.16556
O 2.33940 -2.83101 1.54247
H 4.22280 -3.04543 2.39632
H 3.14126 -4.39891 2.59772
H 3.24769 -4.80159 0.05149
H 4.82508 -4.98340 0.91293
H 4.99890 -2.61835 0.44166
H 2.66488 -2.06878 1.05276
C -1.04179 2.63744 -6.34828
Cl -2.74813 2.47120 -6.75400
Cl -0.86407 2.88808 -4.60867
H -0.44640 1.78770 -6.66192
H -0.66940 3.52564 -6.84404
C -3.30964 5.45579 -0.62060
Cl -2.25253 5.03366 0.73514
Cl -2.77893 4.60016 -2.08631
H -4.35454 5.26840 -0.40785
H -3.14346 6.50632 -0.83072
C 0.74377 7.74730 0.07516
Cl 0.58586 6.82786 -1.44585
Cl 1.08263 6.65614 1.42519
H 1.59307 8.39727 -0.09077
H -0.19626 8.26811 0.19895
C -2.38034 -2.16362 5.48976
Cl -3.91497 -1.26027 5.64668
Cl -1.02972 -1.01035 5.48133
H -2.33931 -2.84658 6.32556
H -2.36929 -2.57688 4.48882
```

Output
total charge: +1
gap between HOMO and LUMO: 9.584 eV
calculated total energy: -163956.2144 eV
HOMO: -11.457 eV